Here is a structure of composition C28H46F2N2O8S at a distorted geometry from the Open Molecules 2025 dataset. Energies are from the ωB97M-V functional and the def2-TZVPD basis.

Summary:
Molecular weight (g/mol): 608.7
Energy relative to the best compared isomer or geometry (same formula, charge and spin) (kJ/mol): 0.0
E (eV): -65412.7109
E_HOMO (eV): -8.9
Total charge: 0

```
87
Properties=species:S:1:pos:R:3:forces:R:3:lowdin_charge:R:1
F 2.59852 -5.04539 -3.24703 0.030 -0.143 -0.004 -0.0624
C 1.89243 -3.90255 -3.61331 -0.248 -0.016 -0.009 -0.2123
C 0.40484 -4.22101 -3.74161 -0.146 0.391 -0.412 -0.1396
C -0.30497 -3.43297 -4.88033 0.603 0.464 0.379 -0.1218
C -0.95465 -2.16569 -4.36681 -0.365 -0.199 -0.327 -0.1611
C -0.09735 -1.18334 -3.77663 -0.170 0.351 0.302 0.0047
C -0.56575 0.00594 -3.30731 0.233 -0.580 -0.223 0.0070
C -1.95029 0.25371 -3.43806 0.396 0.921 0.482 -0.3569
N -2.55379 1.40160 -3.04806 -0.223 -0.826 -0.446 -0.2184
S -4.08945 1.17535 -3.42425 -0.862 0.564 0.166 0.9904
N -4.11917 -0.29933 -4.03485 0.837 0.156 0.099 -0.2251
C -2.82853 -0.70481 -4.00118 0.175 -0.522 -0.102 -0.3060
C -2.30993 -1.95765 -4.46732 -0.195 -0.011 -0.316 -0.1272
C -3.31923 -2.94816 -5.02915 0.090 0.029 0.858 -0.1227
C -3.35408 -4.29782 -4.27676 -0.467 0.184 -0.363 -0.1678
C -3.27356 -4.15964 -2.77385 0.069 -0.663 0.030 -0.1913
F -3.21497 -5.45731 -2.24314 -0.056 -0.025 0.091 -0.0722
H 2.06878 -3.16859 -2.83235 0.121 0.148 -0.035 0.1007
H 2.30330 -3.52900 -4.55049 0.140 -0.056 -0.013 0.1141
H -0.06689 -3.94046 -2.80062 -0.197 -0.468 0.097 0.1057
H 0.29009 -5.28572 -3.93783 0.052 -0.073 0.221 0.1176
H 0.46479 -3.13121 -5.59702 -0.051 -0.016 -0.111 0.1215
H -1.00633 -4.04598 -5.42931 -0.118 -0.104 0.046 0.0922
H 0.96692 -1.35303 -3.67582 -0.013 -0.183 -0.251 0.0831
H 0.12588 0.71517 -2.87819 -0.157 0.183 0.009 0.1002
H -3.22104 -3.07102 -6.10687 0.164 -0.176 -0.013 0.1236
H -4.30068 -2.50677 -4.86226 -0.020 0.142 -0.191 0.0961
H -2.60749 -5.01551 -4.60686 0.208 0.081 0.038 0.1013
H -4.32306 -4.74848 -4.50177 0.039 -0.160 -0.026 0.1161
H -2.36972 -3.66370 -2.42917 -0.030 0.247 -0.041 0.1053
H -4.16743 -3.70452 -2.34748 0.059 0.271 -0.039 0.1254
O 3.12133 -0.93497 -3.69374 0.024 0.039 0.057 0.0725
C 3.39625 -0.08268 -2.88419 0.308 0.028 -0.055 -0.5146
O 2.61658 1.00036 -2.80268 -0.354 0.033 -0.087 -0.0094
C 2.73363 1.97938 -1.74819 0.300 0.006 0.230 -0.2263
C 3.79230 3.01384 -2.06540 0.066 -0.065 -0.200 -0.0559
C 4.63195 -0.17905 -2.02361 -0.193 -0.139 0.416 0.0277
H 2.89508 1.49331 -0.78073 0.039 0.173 -0.648 0.0672
H 1.75825 2.46246 -1.69267 -0.064 -0.123 -0.125 0.1229
H 4.78295 2.56476 -2.14301 0.007 0.004 0.098 0.0679
H 3.82009 3.77557 -1.28639 -0.022 -0.019 0.020 0.0842
H 3.58207 3.49548 -3.02182 -0.050 0.040 0.041 0.0821
H 5.48518 0.18956 -2.59166 -0.002 0.004 -0.014 0.0978
H 4.79458 -1.22638 -1.77883 0.059 -0.027 -0.198 0.0921
H 4.55804 0.36338 -1.08378 0.033 0.129 -0.080 0.0746
O -2.28878 1.42985 3.96438 0.087 -0.067 -0.051 0.0976
C -2.91275 1.46612 2.93746 -0.293 0.201 0.056 -0.5153
O -2.24193 1.51015 1.77395 0.238 -0.183 -0.027 -0.0160
C -2.86702 1.37754 0.48875 -0.140 0.095 -0.234 -0.2257
C -3.40072 2.69804 -0.01905 -0.090 0.195 0.239 -0.0660
C -4.42093 1.54472 2.93312 -0.082 -0.437 -0.110 0.0187
H -3.63101 0.59887 0.51127 -0.035 0.031 0.070 0.1174
H -2.08247 1.02437 -0.17934 0.086 -0.001 0.101 0.1125
H -4.18180 3.09880 0.62882 -0.048 -0.085 -0.001 0.0714
H -3.81124 2.57916 -1.01903 0.047 0.024 0.038 0.0260
H -2.60249 3.43956 -0.05367 0.047 -0.057 -0.089 0.0897
H -4.71895 2.58352 3.06802 0.005 0.011 -0.011 0.0981
H -4.79272 0.95721 3.76898 0.072 0.143 0.125 0.0924
H -4.88409 1.15009 2.03242 0.020 0.159 -0.074 0.0711
O 2.59848 1.49406 1.06163 0.068 -0.125 0.605 0.0718
C 2.21169 0.73852 1.92132 -0.380 -0.007 -0.053 -0.4917
O 3.01235 -0.26432 2.30158 0.383 0.059 -0.020 0.0114
C 2.73514 -1.10954 3.42651 -0.171 -0.219 0.133 -0.2240
C 1.81555 -2.25353 3.05564 -0.092 0.055 -0.163 -0.0599
C 0.82608 0.85421 2.50113 0.236 0.178 0.349 0.0154
H 2.35307 -0.52375 4.26323 -0.057 0.038 -0.053 0.1157
H 3.70225 -1.50112 3.73619 0.073 0.094 -0.111 0.1237
H 0.84040 -1.89457 2.72573 -0.024 0.014 0.092 0.0687
H 1.66764 -2.91458 3.90939 0.020 0.005 0.008 0.0843
H 2.24257 -2.82948 2.23424 0.060 -0.028 0.053 0.0839
H 0.12248 0.35153 1.83953 -0.009 0.013 0.011 0.0944
H 0.56341 1.90703 2.55548 -0.057 -0.037 -0.228 0.0826
H 0.72716 0.44920 3.50486 -0.058 -0.149 -0.085 0.0727
O 2.26792 2.02205 8.53321 -0.079 -0.058 0.026 0.1048
C 1.81096 2.75640 7.70179 0.237 0.032 -0.192 -0.5325
O 0.53473 2.58818 7.30945 -0.206 -0.086 0.237 0.0028
C -0.15611 3.51135 6.46189 -0.027 0.133 -0.248 -0.2248
C 0.11641 3.23615 4.99943 0.309 -0.062 0.029 -0.0758
C 2.66138 3.81042 7.02828 -0.160 0.377 0.227 0.0095
H 0.07404 4.54055 6.74363 0.071 -0.024 0.008 0.1125
H -1.21419 3.36091 6.66948 0.038 -0.124 0.098 0.1242
H 1.17436 3.36310 4.75897 -0.015 0.129 0.017 0.0714
H -0.46389 3.90813 4.36634 -0.037 -0.029 0.001 0.0898
H -0.15221 2.21161 4.75627 -0.172 0.073 0.046 0.0438
H 3.21596 3.34725 6.21339 -0.004 -0.004 -0.010 0.0933
H 3.36483 4.19646 7.76185 0.098 -0.180 -0.008 0.0899
H 2.09899 4.65870 6.64580 -0.008 -0.091 -0.148 0.0674
```
Positions in Å, forces in eV/Å.

Here is a cluster of 3 separate species, C28H46F2N4O2S3 in total at a distorted geometry from the Open Molecules 2025 dataset. Energies are from the ωB97M-V functional and the def2-TZVPD basis.

Summary:
Molecular weight (g/mol): 604.9
SMILES string: O=S(=O)(F)N(F)CCCSC(=S)N(c1ccccc1)c1ccccc1.CCN(CC)CC.CCN(CC)CC
Energy relative to the best compared isomer or geometry (same formula, charge and spin) (kJ/mol): 87.1
E (eV): -77773.7795
E_HOMO (eV): -7.9
Total charge: 0

```
85
Properties=species:S:1:pos:R:3:forces:R:3:lowdin_charge:R:1
O -1.81471 2.62230 6.31000 -1.056 -0.362 -1.068 -0.2484
S -1.04518 3.44262 5.43813 0.628 -0.446 2.824 0.6399
O -0.02497 4.13717 6.13276 0.387 0.895 -1.124 -0.2300
F -2.00095 4.42452 4.69994 0.705 -0.529 -0.265 -0.1049
N -0.25813 2.52709 4.19723 -0.259 1.064 0.757 -0.1529
F -1.07125 2.65834 3.06421 -0.138 -0.580 -0.236 -0.0546
C -0.22300 1.11281 4.62645 0.216 -0.774 -1.063 -0.1819
C 0.63763 0.33303 3.59474 -1.101 -0.377 -0.558 -0.1955
C -0.27586 -0.44442 2.57058 0.659 0.303 0.202 -0.4456
S -0.04676 0.28241 0.90930 -0.115 0.469 -0.447 0.9036
C 1.43700 -0.45045 0.24667 0.332 -1.674 0.667 -1.0571
S 1.72518 -2.03927 0.45972 0.073 0.321 0.087 0.7333
N 2.42682 0.32577 -0.44460 -1.201 1.459 -0.035 -0.0871
C 3.29155 1.00555 0.49737 0.740 -0.440 0.322 -0.2638
C 4.54250 0.45747 0.71763 0.542 -0.642 -0.049 -0.0154
C 5.41732 1.02119 1.62809 0.813 0.377 0.703 -0.0803
C 5.08340 2.16615 2.33979 -0.565 -0.024 -0.243 -0.0780
C 3.82147 2.70859 2.11934 0.280 0.564 0.414 -0.0794
C 2.94319 2.14065 1.22130 -0.933 0.078 -0.398 -0.0598
C 1.88071 1.17423 -1.45501 -0.090 0.685 -0.507 -0.2567
C 0.74282 0.81663 -2.15267 -0.860 -0.635 -0.030 -0.0802
C 0.17376 1.62182 -3.14025 -0.554 -0.387 -0.042 -0.0902
C 0.72197 2.83409 -3.48668 0.669 0.061 0.390 -0.1008
C 1.90358 3.18371 -2.82300 -0.372 0.546 -0.669 -0.0795
C 2.46310 2.38930 -1.84613 0.771 0.051 0.497 -0.0269
H 0.23480 1.01977 5.61560 -0.272 0.557 -0.091 0.1376
H -1.26065 0.75087 4.63266 0.314 -0.110 0.351 0.1094
H 1.21806 1.07370 3.03181 0.149 -0.343 0.302 0.0713
H 1.30632 -0.40688 4.04682 -0.080 0.434 0.221 0.1164
H -1.34224 -0.31230 2.80323 0.269 0.112 -0.252 0.0695
H -0.08924 -1.52360 2.58693 0.087 0.289 -0.274 0.0502
H 4.88169 -0.44741 0.21362 -0.429 0.221 -0.113 0.1217
H 6.39881 0.58469 1.82187 -0.301 -0.078 -0.281 0.1078
H 5.74815 2.64875 3.05253 0.010 -0.268 -0.184 0.1060
H 3.53602 3.61334 2.65570 -0.061 -0.221 -0.126 0.1110
H 1.96133 2.59109 1.06560 0.235 -0.093 0.026 0.1191
H 0.22652 -0.11467 -1.91385 0.214 0.138 -0.099 0.1051
H -0.73637 1.27226 -3.63131 0.231 0.053 0.160 0.1137
H 0.29003 3.49695 -4.23229 0.034 -0.234 0.119 0.1072
H 2.36934 4.12896 -3.10578 0.086 -0.274 0.268 0.1086
H 3.37627 2.74702 -1.37087 -0.207 -0.189 -0.063 0.1178
C 3.96535 -0.52320 -9.15682 -0.019 -0.047 -0.031 -0.0934
C 3.80356 -0.38229 -7.64958 -0.019 -0.148 -0.163 -0.2771
N 2.62189 0.36676 -7.26580 -0.041 0.306 0.173 -0.1972
C 2.61740 0.76201 -5.86486 0.129 0.072 0.105 -0.2415
C 2.56721 -0.34458 -4.80706 -0.018 0.036 0.061 -0.0726
C 1.35781 -0.12777 -7.78189 -0.066 -0.131 -0.333 -0.2484
C 0.96547 -1.57424 -7.45739 -0.185 -0.016 0.020 -0.0837
H 3.94117 0.45228 -9.64552 -0.057 -0.001 0.034 0.0787
H 4.92608 -0.98883 -9.38334 -0.019 -0.012 0.023 0.0711
H 3.18847 -1.15130 -9.59578 0.005 0.026 -0.014 0.0631
H 4.68501 0.14401 -7.27284 -0.125 0.065 0.161 0.1172
H 3.82183 -1.38522 -7.19623 0.087 -0.039 -0.013 0.1004
H 1.78717 1.45114 -5.69282 -0.068 -0.070 -0.124 0.0949
H 3.51785 1.35928 -5.68444 0.051 -0.059 -0.107 0.1128
H 1.58002 -0.80080 -4.73897 0.024 -0.052 -0.027 0.0572
H 2.78335 0.08503 -3.82796 0.039 -0.018 -0.019 0.0570
H 3.30153 -1.12953 -4.99604 -0.009 0.013 -0.028 0.0704
H 1.37019 -0.01992 -8.87071 0.101 -0.019 0.016 0.1001
H 0.55509 0.53897 -7.45526 0.135 0.061 0.157 0.1135
H 1.78854 -2.27376 -7.61110 0.022 0.037 0.011 0.0662
H 0.14902 -1.88631 -8.11326 0.021 0.016 -0.007 0.0706
H 0.60723 -1.68027 -6.43428 0.100 -0.055 0.020 0.0530
C -3.89233 -4.14193 3.64200 -0.027 -0.039 -0.007 -0.0901
C -4.11309 -3.08203 4.71224 -0.069 -0.203 -0.069 -0.2777
N -4.85180 -1.92771 4.23418 0.105 0.361 -0.046 -0.2006
C -4.80567 -0.79555 5.14590 0.150 0.130 0.109 -0.2522
C -5.45535 -0.95658 6.52350 -0.045 0.138 0.078 -0.0826
C -6.14782 -2.20197 3.63637 -0.105 -0.276 -0.232 -0.2482
C -7.18666 -2.94544 4.48386 -0.154 0.056 -0.028 -0.0833
H -3.42131 -3.71176 2.75627 -0.055 0.033 0.005 0.0772
H -3.23463 -4.92341 4.02621 -0.024 0.011 0.017 0.0725
H -4.82504 -4.62125 3.34127 0.018 0.010 -0.024 0.0647
H -3.12786 -2.74755 5.05102 -0.096 0.181 0.058 0.1142
H -4.59830 -3.55160 5.58109 0.063 -0.061 0.042 0.1008
H -5.24049 0.07844 4.65242 -0.075 -0.109 -0.100 0.1122
H -3.75188 -0.53535 5.29917 0.025 -0.122 -0.019 0.0984
H -6.54270 -0.93789 6.46384 0.001 -0.081 0.010 0.0555
H -5.15873 -0.12491 7.16667 0.019 -0.010 -0.025 0.0715
H -5.14808 -1.87718 7.02120 -0.010 -0.011 -0.034 0.0671
H -5.98400 -2.78051 2.72259 0.088 -0.034 0.058 0.1011
H -6.58321 -1.26299 3.28482 0.136 0.096 0.138 0.1146
H -6.76442 -3.81138 4.99602 0.033 0.024 -0.005 0.0667
H -7.98878 -3.31090 3.83855 0.026 0.002 -0.006 0.0718
H -7.64917 -2.29586 5.22560 0.055 -0.060 0.075 0.0538
```
Positions in Å, forces in eV/Å.